--- w ---
Computed, not measured: a 2-piece molecular cluster, C3H11NO overall, with ωB97M-V/def2-TZVPD.

Properties
structure (SMILES)	CNC.CO
gap between HOMO and LUMO	9.5	eV
E_HOMO	-0.3183	Ha

```
! wB97M-V def2-TZVPD RIJCOSX def2/J DEFGRID3
* xyz 0 1
C 0.959 1.835 -1.217
N 0.861 0.336 -1.095
C 1.874 -0.044 -0.142
H 0.027 2.303 -1.434
H 1.185 2.286 -0.230
H 1.769 2.218 -1.889
H -0.134 0.056 -0.914
H 2.174 -1.080 -0.533
H 1.645 -0.111 0.946
H 2.821 0.662 -0.172
C -1.776 -0.537 1.529
O -1.756 -1.697 0.700
H -2.768 -0.206 1.870
H -1.222 -0.999 2.387
H -1.364 0.289 1.035
H -2.453 -1.708 -0.013
*
```

---

--- x ---
Computed, not measured: a 2-piece molecular cluster, C3H11NO overall, with ωB97M-V/def2-TZVPD.

Properties
structure (SMILES)	CCOC.N
gap between HOMO and LUMO	10.6	eV
E_HOMO	-0.3518	Ha

```
! wB97M-V def2-TZVPD RIJCOSX def2/J DEFGRID3
* xyz 0 1
C 0.642 -3.167 0.280
C 0.671 -1.879 1.036
O 0.286 -0.733 0.302
C 0.051 0.381 1.139
H 1.123 -4.009 0.783
H 1.155 -3.088 -0.680
H -0.394 -3.499 0.205
H -0.017 -1.963 1.899
H 1.618 -1.640 1.549
H 0.976 0.957 1.281
H -0.628 1.017 0.578
H -0.364 0.064 2.092
N -1.475 4.264 -2.451
H -0.523 3.959 -2.273
H -1.629 4.073 -3.434
H -1.491 5.263 -2.306
*
```

---

In terms of stability, x leads; the second structure lies 26.4 kcal/mol higher.

---

--- w ---
Computed, not measured: a 2-piece molecular cluster, C3H11NO overall, with ωB97M-V/def2-TZVPD.

Properties
structure (SMILES)	CN(C)C.O
gap between HOMO and LUMO	9.0	eV
E_HOMO	-0.2972	Ha

```
! wB97M-V def2-TZVPD RIJCOSX def2/J DEFGRID3
* xyz 0 1
C 0.978 1.697 -0.343
N 0.369 0.394 -0.040
C 1.299 -0.769 -0.391
C -0.211 0.313 1.329
H 1.673 1.705 -1.088
H 1.398 2.118 0.541
H 0.156 2.234 -0.759
H 0.865 -1.722 -0.391
H 1.758 -0.592 -1.389
H 2.230 -0.695 0.092
H -0.592 -0.659 1.522
H -1.071 0.965 1.474
H 0.588 0.609 2.007
O -3.250 -1.831 -0.513
H -3.629 -1.320 -1.217
H -2.562 -2.447 -0.836
*
```

---

--- x ---
Computed, not measured: a 2-piece molecular cluster, C3H11NO overall, with ωB97M-V/def2-TZVPD.

Properties
structure (SMILES)	CCCN.O
gap between HOMO and LUMO	10.1	eV
E_HOMO	-0.3399	Ha

```
! wB97M-V def2-TZVPD RIJCOSX def2/J DEFGRID3
* xyz 0 1
C 1.256 -2.424 -1.015
C 0.400 -1.163 -0.933
C 1.077 0.107 -0.366
N 0.248 1.223 0.088
H 1.385 -2.833 -0.003
H 2.260 -2.198 -1.335
H 0.719 -3.201 -1.549
H 0.043 -0.895 -1.937
H -0.510 -1.372 -0.382
H 1.651 0.506 -1.206
H 1.809 -0.063 0.421
H -0.148 0.987 0.986
H -0.560 1.421 -0.503
O -3.491 3.059 2.467
H -2.999 3.676 1.911
H -3.142 3.169 3.354
*
```

---

In terms of stability, x leads; the second structure lies 27.4 kcal/mol higher.

---

--- w ---
Computed, not measured: an isolated ion of composition C3H6IN2O and charge +1, with ωB97M-V/def2-TZVPD.

Properties
gap between HOMO and LUMO (spin up / spin down)	8.3 / 8.3	eV
E_HOMO (spin up / spin down)	-0.4523 / -0.4523	Ha

```
! wB97M-V def2-TZVPD RIJCOSX def2/J DEFGRID3
* xyz 1 1
C 0.296 2.224 -0.020
C -0.260 -0.107 -0.763
C 1.481 0.366 0.925
N -0.516 1.399 -0.554
N 0.292 -0.436 0.508
O 0.545 3.330 0.302
I 3.227 0.000 -0.176
H -1.194 -0.640 -1.024
H 0.520 -0.256 -1.632
H 1.576 0.688 2.019
H -1.172 1.747 -1.319
H -0.537 -0.195 1.235
H 0.386 -1.534 0.630
*
```

---

--- x ---
Computed, not measured: an isolated ion of composition C3H6IN2O and charge +1, with ωB97M-V/def2-TZVPD.

Properties
gap between HOMO and LUMO	8.8	eV
E_HOMO	-0.5089	Ha

```
! wB97M-V def2-TZVPD RIJCOSX def2/J DEFGRID3
* xyz 1 1
C 0.952 -0.928 -0.056
C 0.303 1.350 -0.256
C -1.074 0.871 -0.152
N -0.311 -1.107 0.214
N 1.291 0.281 -0.470
O -0.945 -2.138 0.839
I -2.147 1.079 1.729
H 1.662 -1.719 0.097
H 0.356 2.084 -1.159
H 0.458 1.906 0.661
H -1.580 0.770 -1.157
H 2.312 0.412 -0.500
H -1.278 -2.862 0.210
*
```

---

In terms of stability, w leads; the second structure lies 11.0 kcal/mol higher.

---

--- w ---
Computed, not measured: a 2-piece molecular cluster, ClFH2 overall, with ωB97M-V/def2-TZVPD.

Properties
structure (SMILES)	Cl.F
gap between HOMO and LUMO	12.8	eV
E_HOMO	-0.4368	Ha

```
! wB97M-V def2-TZVPD RIJCOSX def2/J DEFGRID3
* xyz 0 1
Cl 0.325 -0.717 -1.005
H 1.351 -0.980 -1.747
F -0.666 1.408 1.864
H -0.885 0.507 2.051
*
```

---

--- x ---
Computed, not measured: a 2-piece molecular cluster, ClFH2 overall, with ωB97M-V/def2-TZVPD.

Properties
structure (SMILES)	Cl.F
gap between HOMO and LUMO	12.1	eV
E_HOMO	-0.4144	Ha

```
! wB97M-V def2-TZVPD RIJCOSX def2/J DEFGRID3
* xyz 0 1
Cl 0.951 -0.052 -0.006
H 0.425 1.105 0.138
F -1.655 -0.003 -0.095
H -1.694 -0.196 0.816
*
```

---

In terms of stability, w leads; the second structure lies 4.8 kcal/mol higher.

---

--- w ---
Computed, not measured: one molecule with the formula CH4N2O3S, with ωB97M-V/def2-TZVPD.

Properties
structure (SMILES)	NC(=O)S(N)(=O)=O
gap between HOMO and LUMO	11.0	eV
E_HOMO	-0.3821	Ha

```
! wB97M-V def2-TZVPD RIJCOSX def2/J DEFGRID3
* xyz 0 1
N 0.752 -1.601 0.721
C 0.949 -0.421 0.122
O 1.995 0.050 -0.133
S -0.804 0.088 -0.302
N -0.591 1.939 -0.979
O -1.623 0.186 0.885
O -1.109 -0.776 -1.393
H 1.483 -2.255 0.940
H -0.123 -1.850 1.196
H -1.253 2.461 -0.427
H 0.324 2.180 -0.630
*
```

---

--- x ---
Computed, not measured: CH4N2O3S as an isolated structure, with ωB97M-V/def2-TZVPD.

Properties
gap between HOMO and LUMO	10.7	eV
E_HOMO	-0.3875	Ha

```
! wB97M-V def2-TZVPD RIJCOSX def2/J DEFGRID3
* xyz 0 1
C 1.555 0.456 -0.761
N -1.165 -1.351 0.865
N 1.839 1.510 -1.193
O 1.642 -0.630 -0.445
O -1.092 0.734 -1.043
O -0.195 1.239 1.144
S -1.318 0.868 0.365
H -1.064 -1.620 1.859
H -1.231 -2.235 0.299
H 1.225 2.104 -1.604
H -0.196 -1.075 0.514
*
```

---

In terms of stability, x leads; the second structure lies 15.0 kcal/mol higher.

---

--- w ---
Computed, not measured: one molecule with the formula C9H9N, with ωB97M-V/def2-TZVPD.

Properties
gap between HOMO and LUMO (spin up / spin down)	6.5 / 6.7	eV
E_HOMO (spin up / spin down)	-0.2537 / -0.2576	Ha

```
! wB97M-V def2-TZVPD RIJCOSX def2/J DEFGRID3
* xyz 0 1
C -0.106 -1.303 2.357
C 0.539 -1.958 1.320
C -0.785 -0.136 2.270
C 0.508 -1.376 0.111
C -0.716 0.668 1.156
C -0.098 -0.063 -0.011
C -0.942 2.034 1.256
C -0.258 0.199 -2.579
C 0.780 0.709 -3.423
N -0.297 0.234 -1.326
H -0.287 -1.905 3.296
H 1.128 -2.883 1.445
H -1.480 0.060 3.133
H 0.944 -1.824 -0.795
H -1.389 2.272 2.216
H -0.655 2.905 0.612
H 0.985 -0.057 -4.352
H 1.735 0.857 -2.885
H 0.394 1.568 -3.802
*
```

---

--- x ---
Computed, not measured: one molecule with the formula C9H9N, with ωB97M-V/def2-TZVPD.

Properties
structure (SMILES)	C=Cc1ccccc1N=C
gap between HOMO and LUMO	9.2	eV
E_HOMO	-0.3097	Ha

```
! wB97M-V def2-TZVPD RIJCOSX def2/J DEFGRID3
* xyz 0 1
C -2.769 -0.933 0.062
C -2.041 0.120 -0.264
C -0.523 0.298 -0.307
C -0.089 1.131 -1.384
C 1.301 1.248 -1.717
C 2.204 0.387 -1.122
C 1.774 -0.447 -0.157
C 0.516 -0.473 0.404
N 0.466 -1.210 1.596
C 0.458 -0.607 2.683
H -3.786 -0.882 -0.347
H -2.226 -1.878 0.363
H -2.613 0.996 -0.663
H -0.709 1.854 -1.785
H 1.449 1.785 -2.675
H 3.336 0.293 -1.525
H 2.375 -1.135 0.436
H 0.544 -0.983 3.649
H 0.332 0.437 2.753
*
```

---

In terms of stability, x leads; the second structure lies 42.2 kcal/mol higher.